[1]
ORCA calculation (ωB97M-V/def2-TZVPD) on a cluster of 13 separate species, C45H97N7O13 in total.

The geometry in XYZ format:
```
162
Properties=species:S:1:pos:R:3
C -0.980 4.297 -3.968
O -2.058 3.653 -4.003
N -0.134 4.375 -2.969
C -0.441 3.618 -1.713
C 1.019 5.206 -2.945
H -0.667 4.950 -4.815
H 0.543 3.476 -1.219
H -1.043 2.754 -1.998
H -1.113 4.302 -1.099
H 1.002 6.067 -2.191
H 1.926 4.645 -2.808
H 1.129 5.605 -3.932
C 3.492 3.706 -0.901
O 3.507 3.272 -2.023
N 3.994 3.057 0.206
C 4.149 3.943 1.379
C 4.911 1.913 0.020
H 3.159 4.717 -0.750
H 5.090 4.516 1.459
H 4.104 3.417 2.277
H 3.308 4.642 1.265
H 5.905 2.215 -0.151
H 4.851 1.128 0.800
H 4.534 1.468 -0.875
C 5.495 -2.464 0.884
O 5.240 -1.360 1.319
N 4.940 -3.592 1.285
C 5.303 -4.870 0.828
C 3.921 -3.525 2.321
H 6.064 -2.704 0.000
H 6.111 -4.837 0.100
H 4.381 -5.245 0.277
H 5.679 -5.512 1.663
H 2.872 -3.673 1.943
H 3.992 -4.349 3.006
H 3.805 -2.607 2.937
C -0.130 -0.567 -5.987
O -0.222 -1.692 -5.457
N -0.524 0.559 -5.436
C -0.867 0.575 -3.998
C -0.128 1.812 -6.056
H 0.421 -0.369 -6.951
H 0.008 0.714 -3.379
H -1.287 -0.380 -3.708
H -1.494 1.407 -3.808
H -0.973 2.491 -6.014
H 0.741 2.310 -5.559
H 0.099 1.563 -7.114
C 4.680 -3.083 -2.595
O 4.652 -4.287 -2.299
N 3.634 -2.261 -2.926
C 2.307 -2.775 -3.040
C 3.856 -0.815 -3.031
H 5.589 -2.514 -2.523
H 2.131 -3.407 -3.932
H 1.630 -1.908 -2.970
H 2.127 -3.497 -2.221
H 3.114 -0.458 -3.764
H 3.567 -0.371 -2.048
H 4.848 -0.549 -3.244
C -4.720 2.497 1.310
O -3.717 2.698 1.901
N -4.873 2.105 0.061
C -6.201 1.726 -0.468
C -3.741 1.891 -0.893
H -5.708 2.612 1.839
H -6.398 2.165 -1.440
H -6.910 2.197 0.204
H -6.297 0.646 -0.476
H -3.945 2.317 -1.898
H -2.831 2.306 -0.491
H -3.676 0.835 -1.057
C -6.499 -0.104 3.163
O -7.665 -0.065 2.824
N -5.562 -0.876 2.664
C -4.189 -0.717 3.013
C -5.756 -1.862 1.598
H -6.041 0.591 3.945
H -3.577 -0.130 2.330
H -3.769 -1.691 3.051
H -4.118 -0.145 4.019
H -6.798 -1.734 1.237
H -5.035 -1.681 0.774
H -5.598 -2.906 1.927
C 4.279 2.129 5.685
C 5.177 1.303 4.833
C 4.232 0.340 4.170
O 3.032 1.083 3.913
C 2.938 2.073 4.892
H 4.706 3.094 5.941
H 4.069 1.690 6.714
H 5.946 0.792 5.516
H 5.613 1.895 4.103
H 4.019 -0.390 4.957
H 4.634 -0.187 3.265
H 2.081 1.854 5.593
H 2.752 3.026 4.432
C -0.631 3.707 3.933
C -0.714 3.811 5.499
C -0.987 2.414 6.000
O -0.872 1.529 4.895
C -1.249 2.306 3.749
H 0.379 3.804 3.547
H -1.202 4.534 3.399
H -1.534 4.482 5.855
H 0.156 4.400 5.813
H -2.055 2.489 6.372
H -0.322 2.086 6.856
H -2.316 2.483 3.597
H -0.963 1.763 2.841
C -4.305 0.583 -6.260
C -4.642 -0.929 -5.970
C -4.282 -0.957 -4.494
O -4.536 0.338 -3.918
C -4.826 1.239 -5.021
H -4.748 0.990 -7.215
H -3.210 0.573 -6.279
H -3.992 -1.667 -6.480
H -5.677 -1.191 -6.162
H -3.211 -1.210 -4.473
H -4.811 -1.759 -3.993
H -4.298 2.193 -4.819
H -5.880 1.370 -5.013
C 1.963 0.139 1.024
C 1.247 -0.877 0.125
C -0.184 -0.350 0.056
O -0.359 0.462 1.182
C 0.882 1.222 1.190
H 2.737 0.533 0.437
H 2.366 -0.348 1.945
H 1.411 -1.872 0.554
H 1.639 -0.882 -0.876
H -0.879 -1.211 0.075
H -0.423 0.269 -0.814
H 0.965 1.833 2.126
H 0.869 2.064 0.412
C -0.773 -2.580 4.700
C -0.045 -3.705 5.405
C 1.435 -3.356 5.249
O 1.567 -2.406 4.109
C 0.368 -1.654 4.269
H -1.364 -2.017 5.402
H -1.377 -2.920 3.848
H -0.240 -4.696 4.979
H -0.316 -3.713 6.450
H 1.995 -4.217 4.977
H 1.775 -2.818 6.118
H 0.219 -0.976 3.433
H 0.600 -0.932 5.135
C -1.131 -5.876 -3.342
C -2.085 -5.343 -4.438
C -2.160 -3.933 -3.956
O -2.173 -3.870 -2.492
C -1.210 -4.887 -2.147
H -0.046 -5.732 -3.612
H -1.344 -6.955 -3.096
H -3.107 -5.740 -4.289
H -1.746 -5.548 -5.476
H -2.984 -3.275 -4.259
H -1.271 -3.428 -4.252
H -1.466 -5.392 -1.239
H -0.252 -4.476 -1.875
```

The calculation puts the max |F| at 3.4 eV/Å. The value obtained for the relative energy (zero: lowest compared OMol25 entry of this formula, charge and spin) is 106.8 kcal per mole. The gap between HOMO and LUMO comes out at 9.510 eV.

Here are the Mulliken charges for atoms 1 to 99, given in e:
1 C -0.10
2 O -0.56
3 N 0.43
4 C 0.49
5 C -0.79
6 H 0.26
7 H -0.44
8 H -0.42
9 H 0.27
10 H 0.25
11 H 0.26
12 H 0.33
13 C -0.10
14 O -0.66
15 N 0.60
16 C -0.58
17 C -1.02
18 H 0.48
19 H 0.28
20 H -0.16
21 H 0.30
22 H 0.49
23 H 0.25
24 H 0.13
25 C -0.10
26 O -0.58
27 N 0.32
28 C -1.01
29 C -0.73
30 H 0.36
31 H 0.36
32 H 0.35
33 H 0.28
34 H 0.30
35 H 0.39
36 H -0.02
37 C -0.16
38 O -0.48
39 N 0.79
40 C -0.96
41 C -0.92
42 H 0.19
43 H 0.58
44 H -0.01
45 H 0.03
46 H 0.22
47 H 0.20
48 H 0.41
49 C -0.03
50 O -0.62
51 N 0.36
52 C -0.57
53 C -0.86
54 H 0.34
55 H 0.36
56 H -0.06
57 H 0.19
58 H 0.24
59 H 0.19
60 H 0.41
61 C -0.13
62 O -0.48
63 N 0.32
64 C -0.90
65 C -0.63
66 H 0.30
67 H 0.27
68 H 0.38
69 H 0.27
70 H 0.13
71 H 0.11
72 H 0.31
73 C 0.22
74 O -0.63
75 N 0.21
76 C -0.81
77 C -1.01
78 H 0.27
79 H 0.28
80 H 0.33
81 H 0.17
82 H 0.35
83 H 0.32
84 H 0.29
85 C -0.68
86 C -0.64
87 C -0.01
88 O 0.27
89 C 0.00
90 H 0.34
91 H 0.35
92 H 0.29
93 H 0.35
94 H 0.17
95 H -0.16
96 H -0.39
97 H 0.25
98 C -0.23
99 C -0.63

***

[2]
ORCA calculation (ωB97M-V/def2-TZVPD) on a cluster of 11 separate species, C32H64Br8O10 in total.

The geometry in XYZ format:
```
114
Properties=species:S:1:pos:R:3
C -7.582 18.586 8.551
C -7.343 17.191 7.813
O -7.991 17.167 6.588
C -9.151 16.543 6.434
C -9.657 16.722 5.049
O -9.728 15.892 7.308
H -8.660 18.705 8.661
H -7.125 19.439 8.048
H -7.091 18.356 9.496
H -6.279 17.004 7.670
H -7.572 16.332 8.444
H -10.448 17.471 5.012
H -10.183 15.895 4.574
H -8.861 16.960 4.344
C -17.068 13.207 5.032
C -17.098 13.301 3.500
O -18.464 13.468 3.056
C -18.892 14.714 2.607
C -20.343 14.738 2.368
O -18.188 15.774 2.489
H -17.537 14.069 5.507
H -16.089 13.179 5.509
H -17.615 12.296 5.274
H -16.440 14.062 3.081
H -16.777 12.305 3.195
H -20.891 14.138 3.095
H -20.552 14.251 1.415
H -20.577 15.794 2.237
C -13.482 15.856 -1.529
C -14.105 16.862 -2.547
O -13.802 16.452 -3.899
C -12.556 16.752 -4.423
C -12.603 16.812 -5.945
O -11.559 17.013 -3.754
H -13.939 14.877 -1.677
H -13.779 16.153 -0.523
H -12.393 15.829 -1.503
H -15.190 16.897 -2.456
H -13.826 17.903 -2.382
H -12.172 15.902 -6.364
H -12.107 17.647 -6.440
H -13.575 16.896 -6.430
C -15.066 17.444 2.438
C -14.573 16.958 3.802
C -14.713 17.809 5.087
O -13.816 15.970 3.884
H -14.324 17.134 1.703
H -15.309 18.505 2.499
H -15.967 16.871 2.223
H -15.704 17.725 5.533
H -14.520 18.870 4.931
H -14.026 17.420 5.838
C -9.393 9.480 3.514
C -9.541 10.386 2.322
C -8.216 10.872 1.711
O -10.622 10.747 1.847
H -9.452 10.028 4.454
H -8.489 8.875 3.589
H -10.238 8.794 3.583
H -7.612 10.130 1.188
H -7.656 11.227 2.576
H -8.467 11.613 0.952
C -6.883 13.592 7.324
C -6.775 12.867 6.023
C -7.909 13.154 5.060
O -5.843 12.229 5.711
H -7.745 13.141 7.815
H -7.041 14.658 7.156
H -6.062 13.521 8.038
H -8.916 13.110 5.475
H -7.960 12.288 4.401
H -7.797 14.036 4.428
C -10.584 9.478 -1.106
C -10.031 8.891 -2.406
C -8.674 8.133 -2.436
O -10.660 9.042 -3.422
H -10.866 10.525 -1.218
H -9.823 9.368 -0.334
H -11.507 8.950 -0.866
H -8.384 7.980 -3.475
H -8.667 7.198 -1.875
H -7.890 8.743 -1.987
Br -14.376 13.201 1.468
C -12.380 12.916 1.492
C -11.703 14.261 1.838
Br -9.818 14.125 2.324
H -12.071 12.538 0.518
H -12.215 12.284 2.364
H -12.159 14.706 2.723
H -11.900 15.044 1.106
Br -11.452 11.902 4.981
C -12.901 13.105 5.513
C -12.321 14.274 6.367
Br -13.773 15.263 7.255
H -13.463 12.407 6.135
H -13.504 13.348 4.638
H -11.752 15.050 5.854
H -11.670 13.938 7.174
Br -13.088 11.864 -2.205
C -11.679 12.057 -3.621
C -11.735 13.430 -4.300
Br -10.501 13.574 -5.852
H -11.946 11.270 -4.327
H -10.689 11.808 -3.239
H -11.381 14.186 -3.599
H -12.758 13.666 -4.594
Br -16.131 9.894 1.206
C -14.256 9.334 0.793
C -13.684 8.566 2.009
Br -11.883 7.689 1.652
H -13.693 10.215 0.483
H -14.366 8.724 -0.104
H -14.317 7.798 2.454
H -13.451 9.238 2.835
```

The calculation puts the max |F| at 4.9 eV/Å. Its SMILES is CCOC(C)=O.CCOC(C)=O.CCOC(C)=O.CC(C)=O.CC(C)=O.CC(C)=O.CC(C)=O.BrCCBr.BrCCBr.BrCCBr.BrCCBr. The gap between HOMO and LUMO comes out at 9.820 eV.

Here are the Mulliken charges for atoms 1 to 99, given in e:
1 C -1.13
2 C -0.43
3 O -0.33
4 C 0.94
5 C -0.54
6 O -0.57
7 H 0.30
8 H 0.31
9 H 0.35
10 H 0.47
11 H 0.36
12 H 0.37
13 H -0.37
14 H 0.34
15 C -1.12
16 C 1.07
17 O -0.34
18 C 0.71
19 C -1.08
20 O -0.59
21 H 0.31
22 H 0.13
23 H 0.36
24 H -0.47
25 H -0.03
26 H 0.32
27 H 0.29
28 H 0.34
29 C 0.01
30 C -0.59
31 O -0.32
32 C 0.77
33 C -0.96
34 O -0.56
35 H 0.13
36 H -0.26
37 H 0.32
38 H 0.36
39 H 0.35
40 H 0.10
41 H 0.35
42 H 0.31
43 C -0.51
44 C 0.69
45 C -1.13
46 O -0.33
47 H -0.05
48 H 0.38
49 H 0.14
50 H 0.30
51 H 0.39
52 H 0.08
53 C -1.34
54 C 0.99
55 C -1.32
56 O 0.01
57 H 0.16
58 H 0.44
59 H 0.27
60 H 0.38
61 H 0.38
62 H 0.24
63 C -0.69
64 C 0.48
65 C 0.06
66 O -0.55
67 H 0.33
68 H -0.17
69 H 0.39
70 H -0.02
71 H -0.20
72 H 0.27
73 C 0.72
74 C 0.33
75 C -1.27
76 O -0.55
77 H -0.20
78 H -0.10
79 H -0.06
80 H 0.36
81 H 0.32
82 H 0.33
83 Br -0.05
84 C 0.11
85 C 0.34
86 Br -0.13
87 H 0.23
88 H -0.21
89 H -0.40
90 H 0.23
91 Br -0.22
92 C -0.08
93 C -0.23
94 Br -0.22
95 H 0.51
96 H -0.06
97 H -0.37
98 H 0.61
99 Br -0.16

***

[3]
ORCA calculation (ωB97M-V/def2-TZVPD) on a cluster of 3 separate species, C16H39BrN3O9S2 in total.

The geometry in XYZ format:
```
70
Properties=species:S:1:pos:R:3
C 1.142 -1.768 -0.178
C 0.546 -0.246 -0.055
C 0.215 0.479 -1.502
O 0.261 1.931 -1.263
C -0.952 2.616 -1.735
S -2.539 2.049 -0.853
O -2.293 1.514 0.579
O -3.499 3.295 -0.725
N -3.320 0.927 -1.940
S -3.702 -0.593 -1.169
O -2.490 -1.315 -0.515
O -4.878 -0.446 -0.148
Br -4.378 -1.972 -2.852
H 0.728 -2.231 -1.181
H 2.333 -1.686 -0.170
H 0.752 -2.356 0.785
H 1.363 0.428 0.495
H -0.380 -0.299 0.673
H -0.762 0.093 -2.022
H 1.108 0.184 -2.236
H -1.067 2.607 -2.922
H -0.827 3.766 -1.442
C 7.043 5.700 -2.294
O 6.332 5.193 -1.170
C 5.260 6.031 -0.724
C 3.890 5.485 -1.172
N 3.684 5.638 -2.613
C 2.625 4.797 -3.186
C 2.623 3.281 -2.895
O 3.646 2.537 -3.560
C 4.945 2.700 -3.017
H 7.994 5.161 -2.364
H 6.499 5.522 -3.222
H 7.257 6.765 -2.188
H 5.404 7.078 -1.021
H 5.290 6.003 0.366
H 3.098 6.021 -0.640
H 3.854 4.438 -0.863
H 4.546 5.428 -3.103
H 2.679 4.930 -4.274
H 1.662 5.211 -2.866
H 1.678 2.883 -3.285
H 2.613 3.049 -1.825
H 4.938 2.733 -1.925
H 5.402 3.592 -3.440
H 5.559 1.849 -3.330
C -4.257 -5.979 5.558
O -4.190 -6.681 4.321
C -5.242 -6.361 3.404
C -4.753 -5.415 2.289
N -4.497 -4.064 2.789
C -3.654 -3.226 1.926
C -2.303 -3.777 1.425
O -1.281 -3.869 2.420
C -1.444 -4.936 3.339
H -3.614 -6.498 6.277
H -3.879 -4.961 5.458
H -5.274 -5.960 5.955
H -6.131 -5.969 3.915
H -5.533 -7.303 2.939
H -5.510 -5.366 1.501
H -3.855 -5.870 1.865
H -4.053 -4.118 3.699
H -3.455 -2.305 2.488
H -4.254 -2.937 1.055
H -1.921 -3.060 0.687
H -2.399 -4.724 0.884
H -1.798 -5.851 2.855
H -2.112 -4.624 4.138
H -0.473 -5.147 3.799
```

The calculation puts the max |F| at 6.5 eV/Å. The value obtained for the relative energy (zero: lowest compared OMol25 entry of this formula, charge and spin) is 109.7 kcal per mole. Its charge is -1. The gap between HOMO and LUMO comes out at 8.031 eV.

Mulliken atomic charges, in units of e:
1 C -0.78
2 C -0.22
3 C -0.48
4 O -0.19
5 C -0.51
6 S 1.00
7 O -0.58
8 O -0.70
9 N -0.39
10 S 0.78
11 O -0.35
12 O -0.55
13 Br -0.30
14 H 0.25
15 H 0.33
16 H 0.07
17 H 0.30
18 H 0.11
19 H 0.28
20 H 0.28
21 H 0.33
22 H 0.27
23 C -0.70
24 O -0.31
25 C -0.81
26 C -0.10
27 N -0.36
28 C -0.93
29 C 0.12
30 O -0.48
31 C -0.44
32 H 0.23
33 H 0.29
34 H 0.32
35 H 0.37
36 H 0.40
37 H 0.37
38 H 0.12
39 H 0.19
40 H 0.38
41 H 0.34
42 H 0.15
43 H 0.22
44 H 0.26
45 H 0.07
46 H 0.34
47 C -0.70
48 O -0.31
49 C -0.81
50 C -0.14
51 N -0.30
52 C -0.66
53 C -0.05
54 O -0.44
55 C -0.41
56 H 0.23
57 H 0.29
58 H 0.32
59 H 0.38
60 H 0.39
61 H 0.37
62 H 0.13
63 H 0.21
64 H 0.29
65 H 0.32
66 H 0.04
67 H 0.24
68 H 0.28
69 H 0.01
70 H 0.34

***

[4]
ORCA calculation (ωB97M-V/def2-TZVPD) on a structure of composition C4H14BrNO2Ta.

The geometry in XYZ format:
```
23
Properties=species:S:1:pos:R:3
Br 3.353 0.242 1.798
C 1.377 0.235 1.291
C 0.957 1.814 1.149
C -0.618 2.147 1.461
Ta -2.130 0.553 0.730
H 1.325 -0.260 0.207
H 0.744 -0.370 2.087
H 1.590 2.407 1.969
H 1.340 2.241 0.108
H -0.894 3.180 0.956
H -0.784 2.313 2.626
H -1.768 -0.456 2.250
H -3.461 1.518 1.648
H -2.552 1.544 -0.795
H -0.874 -0.399 -0.232
H -3.463 -0.652 0.263
C 1.352 -2.626 -2.276
N 0.181 -1.868 -2.794
O 0.377 -1.110 -3.751
O -0.900 -2.055 -2.225
H 2.232 -2.365 -2.867
H 1.492 -2.343 -1.231
H 1.124 -3.690 -2.372
```

The calculation puts the max |F| at 2.9 eV/Å. The value obtained for the relative energy (zero: lowest compared OMol25 entry of this formula, charge and spin) is 170.5 kcal per mole. Its charge is -1. The gap between HOMO and LUMO comes out at 7.662 eV.

Mulliken atomic charges, in units of e:
1 Br -0.29
2 C -0.40
3 C -0.25
4 C -1.13
5 Ta 0.87
6 H 0.12
7 H 0.33
8 H 0.30
9 H 0.25
10 H 0.26
11 H 0.25
12 H -0.32
13 H -0.14
14 H -0.29
15 H -0.37
16 H -0.18
17 C -0.68
18 N 0.83
19 O -0.54
20 O -0.45
21 H 0.29
22 H 0.24
23 H 0.28